Record 1
The following is a DFT calculation (the ωB97M-V functional and the def2-TZVPD basis) of a structure of composition C11H13ClN2O2PtS in a non-equilibrium geometry.

Geometry as XYZ:
```
31
Properties=species:S:1:pos:R:3:forces:R:3
H -1.97793 -0.68037 -3.29348 0.220 -0.242 0.191
C -0.61649 1.11642 4.14300 0.036 0.568 0.740
H 1.53325 1.47872 3.93489 -0.060 -0.254 -0.006
H 0.99939 -3.40006 -1.60728 -0.215 0.461 -0.092
C 0.62586 0.60749 -4.03420 0.064 0.347 0.149
H -1.09632 0.88018 5.09691 0.043 0.070 -0.182
C 0.84229 0.64512 4.09966 0.278 0.430 0.742
H 1.12593 0.12709 5.02139 0.018 0.016 -0.259
N -1.23118 0.36146 3.07223 -0.629 -0.951 -1.824
C 1.21174 -1.28518 -2.31193 -0.196 0.390 -0.608
H 1.56070 1.10406 -3.75893 -0.048 -0.062 -0.165
C 0.26567 -0.39195 -2.98940 -0.032 -1.937 -1.305
O 2.32306 1.40584 0.32035 -2.187 -1.273 -1.414
Pt -0.13454 0.38136 -1.08263 -0.341 -2.394 2.137
H 0.75380 0.12611 -5.00802 -0.010 -0.047 0.110
H 1.67687 -0.74527 2.61537 -0.495 0.289 0.390
H -0.70139 2.19424 3.96081 -0.089 -0.255 -0.006
H -2.16555 0.56614 2.71160 0.460 -0.171 0.349
C 1.44668 0.98391 -0.29989 4.655 2.653 2.142
H -0.15296 1.36830 -4.12027 0.133 -0.142 -0.154
Cl -1.69646 1.80656 -2.05066 -1.743 2.327 -1.599
C -1.48562 1.42876 -0.00798 -3.032 1.496 2.791
C -0.35167 -0.38124 2.37637 0.194 1.737 2.397
C 0.52589 -2.47892 -1.96453 0.732 -0.332 0.140
C -1.06444 -1.07361 -2.85108 0.960 0.527 -0.297
O -2.16478 1.95578 0.78574 1.980 -1.139 -2.137
C -0.84914 -2.32936 -2.27047 -0.798 -0.274 -0.219
N 0.84556 -0.26238 2.96733 0.238 -1.256 -1.828
S -0.74075 -1.29317 0.98137 0.152 -0.641 -0.199
H 2.28902 -1.10653 -2.28291 -0.404 -0.146 0.015
H -1.59649 -3.10952 -2.15333 0.116 0.205 0.003
```
Positions in Å, forces in eV/Å.

- charge = +2
- multiplicity = 5
- orbital gap (spin up / spin down) (eV) = 7.63 / 4.84
- relative energy (zero: lowest compared OMol25 entry of this formula, charge and spin) (kJ/mol) = 42.28
- LUMO energy (spin up / spin down) (eV) = -6.7 / -11.4

Atomic partial charges in e from the natural (NBO) method, atoms 1 to 2: H 0.286; C -0.236

---

Record 2
The following is a DFT calculation (the ωB97M-V functional and the def2-TZVPD basis) of the molecule C9H7NO in a non-equilibrium geometry.

Geometry as XYZ:
```
18
Properties=species:S:1:pos:R:3:forces:R:3
C 2.37934 1.14822 -0.06808 -2.353 6.472 0.123
H 2.79812 -2.23623 -0.14501 -0.694 2.244 1.391
O -1.95332 -1.01562 -0.09928 0.386 -0.372 -0.276
C 0.24417 0.03366 0.01982 -1.252 1.910 -0.067
C 2.31096 -1.20106 0.14544 -3.578 -5.010 -1.829
C 2.95708 -0.05381 0.00071 1.947 0.376 -0.014
H -4.25443 1.00240 0.08374 -3.968 3.440 0.338
H 0.46635 2.18144 0.02975 -0.043 -0.068 -0.165
C -3.25050 -0.63806 -0.01270 -1.896 -4.160 -1.010
C -3.31937 0.71044 0.06375 3.574 -4.438 0.151
N -2.02702 1.16134 0.13465 0.747 1.312 -0.814
C 0.85588 -1.18060 0.09344 5.960 4.883 -0.038
C -1.25082 0.13309 -0.05528 -0.060 0.168 1.416
H -4.01300 -1.65693 -0.14993 2.211 3.727 0.559
H 0.20454 -1.86648 0.19237 -3.634 -5.957 0.427
H 2.89759 2.33063 -0.17606 -0.981 -4.174 0.386
H 3.97924 -0.07954 -0.06429 2.542 -0.202 -0.236
C 0.97517 1.22712 0.00696 1.093 -0.151 -0.342
```
Positions in Å, forces in eV/Å.

- SMILES = c1ccc(-c2ncco2)cc1
- orbital gap (eV) = 9.64
- relative energy (zero: lowest compared OMol25 entry of this formula, charge and spin) (kJ/mol) = 330.72
- LUMO energy (eV) = 0.8

Atomic partial charges in e from the natural (NBO) method, atoms 1 to 2: C -0.178; H 0.225

---

Record 3
The following is a DFT calculation (the ωB97M-V functional and the def2-TZVPD basis) of a structure of composition C31H38CoN2P2Se3Si2Te in a non-equilibrium geometry.

Geometry as XYZ:
```
80
Properties=species:S:1:pos:R:3:forces:R:3
H 0.92155 -0.78717 -2.38610 0.041 -0.028 -0.023
Se 0.93678 -0.99400 3.42147 0.688 0.534 0.772
H -4.05222 -4.27440 -0.36669 0.007 0.020 -0.019
H -2.70720 0.15570 -4.52976 0.003 -0.010 0.015
H 4.93092 -0.79847 -1.29643 0.024 -0.093 -0.072
C 3.53308 2.63543 2.89597 0.052 0.026 -0.014
C -4.61389 -1.08287 -0.18975 0.105 -0.116 0.105
H -3.71143 -1.56313 2.86687 -0.008 0.023 -0.059
H 1.50923 1.94546 2.61980 -0.033 -0.027 -0.033
C -2.13588 0.21228 -2.46134 0.011 0.012 0.065
C -2.71358 1.22753 1.21008 -0.082 -0.139 0.022
C 2.03760 2.85914 -2.97566 0.038 0.067 -0.005
H 1.91310 -3.99692 -1.33986 -0.011 0.026 -0.014
H -5.38471 -1.74218 -0.59773 -0.001 -0.017 0.002
H -3.48378 1.56160 4.49978 0.014 -0.015 -0.008
H 4.49977 -1.25154 1.76332 0.010 0.044 -0.012
H -0.98806 2.94237 -0.82489 -0.017 0.053 -0.039
C -1.67250 1.00362 -1.41960 0.053 0.077 0.107
C -3.11640 -3.72291 -0.50519 -0.119 0.177 0.199
H -1.33502 3.93989 -3.07925 0.011 -0.011 0.015
C 1.69201 2.06141 -4.05710 0.027 0.027 -0.023
N -1.66646 -1.26276 0.28304 -0.328 0.064 0.167
H 3.58084 -4.49860 -1.01816 0.010 0.072 -0.002
C 2.71674 -3.97119 -0.60068 0.113 0.153 0.022
C 4.82258 2.63415 2.38706 0.013 0.021 0.045
H -2.72531 -3.01741 2.77599 0.036 -0.016 0.016
H 5.61370 3.16359 2.90465 -0.013 0.009 0.000
H -5.27516 2.97273 3.52596 0.003 -0.019 0.003
H -4.29424 -0.40506 -0.98320 -0.074 -0.019 -0.022
C -2.33801 0.76927 -3.71664 -0.030 -0.023 -0.084
C 0.03460 0.64689 1.09056 0.048 -0.350 -1.569
Si 3.18010 -2.19962 -0.14389 -0.154 -0.157 0.112
Se -0.04627 -3.66105 1.53842 -0.066 -2.271 -0.074
C 5.10151 1.95460 1.20803 0.053 -0.038 -0.082
H -2.21914 2.54158 -4.91535 0.018 0.006 -0.002
H -2.29866 -4.35733 -0.16697 0.038 -0.016 -0.002
H -4.44629 -3.10308 2.39846 -0.021 0.023 -0.049
C 1.98402 2.34584 -1.68874 -0.018 -0.091 -0.077
Te -0.07004 -4.99988 3.55958 0.048 0.214 0.071
H 5.26456 -2.71777 1.12785 -0.006 -0.005 0.007
C 1.60003 1.02329 -1.47940 -0.027 0.086 0.092
C 2.52097 1.94895 2.23602 0.010 0.025 0.050
Se -0.13673 -1.91155 5.14077 -0.362 -0.262 0.296
H 3.31097 3.17760 3.80692 -0.005 -0.034 0.013
H 3.84062 -2.83066 2.17568 -0.050 0.005 -0.011
Si -3.17220 -2.11501 0.48786 -0.015 -0.209 -0.031
H 4.76440 -2.37829 -2.05042 -0.012 -0.014 0.010
C 4.09125 1.27459 0.54850 -0.090 0.049 0.067
H -5.06606 -0.48097 0.60100 0.002 0.008 -0.026
C 4.30515 -2.25188 1.37414 -0.124 -0.061 -0.220
H -1.83205 0.47632 3.01675 0.007 0.022 0.030
C 4.20294 -1.55027 -1.60959 0.021 0.019 0.208
H 2.35656 3.88220 -3.13719 -0.027 0.001 0.006
H 1.73503 2.46562 -5.06151 0.002 -0.013 -0.001
Co 0.01375 -1.45129 1.40101 -0.151 0.724 -0.403
C 1.24079 0.23302 -2.56656 0.007 0.038 -0.013
C -1.56963 2.89757 -2.89969 0.007 0.065 -0.017
C -4.64693 2.63418 1.50568 -0.055 0.032 -0.012
H -2.32743 -0.83856 -2.27659 0.001 0.007 -0.035
C -2.06043 2.11004 -3.93460 -0.026 -0.031 0.010
N 1.75467 -1.26545 0.15347 -0.032 0.334 -0.053
H 2.37485 -4.52680 0.27020 -0.032 -0.019 0.032
C -3.54923 -2.48413 2.30150 0.072 0.007 -0.253
H 6.10666 1.95669 0.80300 -0.008 0.006 0.003
C -3.55464 1.68922 3.42676 -0.003 0.001 -0.011
C -1.37688 2.34728 -1.64413 -0.060 -0.073 -0.074
C -4.55997 2.47711 2.88015 -0.052 0.038 0.003
H -5.43495 3.24331 1.07885 0.013 0.002 0.000
H 4.29342 0.76336 -0.38395 0.053 0.075 0.065
P 1.47683 0.32013 0.20042 0.059 0.431 0.413
P -1.43804 0.33245 0.25206 0.256 0.628 0.527
H -3.81574 2.12849 -0.40172 0.002 -0.008 -0.015
C -3.73144 2.00648 0.67069 0.082 -0.018 0.047
H 3.58455 -1.10664 -2.38883 -0.048 -0.008 -0.063
C 2.79493 1.25674 1.06301 0.063 -0.129 -0.107
H -2.98844 -3.54206 -1.57561 0.009 0.072 0.013
H 2.24292 2.96818 -0.84091 0.038 0.014 -0.019
H 1.01900 0.13164 -4.70071 -0.048 -0.013 0.036
C -2.63455 1.07339 2.59543 0.009 0.009 0.022
C 1.28658 0.74994 -3.85231 0.033 0.005 -0.038
```
Positions in Å, forces in eV/Å.

- charge = -1
- multiplicity = 5
- orbital gap (spin up / spin down) (eV) = 5.52 / 5.47
- relative energy (zero: lowest compared OMol25 entry of this formula, charge and spin) (kJ/mol) = 179.21
- LUMO energy (spin up / spin down) (eV) = 1.9 / 1.3

Atomic partial charges in e from the Löwdin method, atoms 1 to 2: H 0.110; Se 0.116

---

Record 4
The following is a DFT calculation (the ωB97M-V functional and the def2-TZVPD basis) of a cluster of 2 separate species, C21H23ClN2O7 in total in a non-equilibrium geometry.

Geometry as XYZ:
```
54
Properties=species:S:1:pos:R:3:forces:R:3
C 1.07446 -2.41133 -4.39920 0.039 0.508 -0.551
H 1.62109 1.30410 -0.24534 0.025 -0.028 -0.011
H -2.45417 2.85678 -3.59830 0.157 0.017 0.174
C 0.80005 -2.65066 -1.61516 -0.423 0.292 -0.698
H -1.99457 -0.43392 1.66333 0.050 -0.070 0.022
C 0.19941 3.27602 -1.58937 0.370 0.739 -0.595
H -3.67621 3.56753 1.99926 0.169 0.044 -0.037
H 2.18606 -3.07775 4.28485 -0.042 0.011 -0.005
C -1.84966 3.25855 0.94882 -0.930 -0.357 0.304
C 0.45579 3.11178 -0.07345 -0.115 -0.625 0.381
H -2.71336 5.04307 1.74437 -0.016 0.121 0.137
O 2.74644 -3.42182 2.68073 0.156 -0.112 0.145
H -0.56840 -1.32832 5.61227 -0.001 -0.003 0.009
C -0.47852 -1.39152 4.53453 0.300 -0.162 0.290
C 1.89863 -2.85003 2.00166 0.727 -0.133 0.497
H 2.60683 -1.88534 0.22926 -0.032 0.040 0.002
C 0.95069 -1.26363 -3.61255 -0.069 -0.469 0.964
C 0.75579 1.65783 0.31612 -0.127 -0.008 -0.431
C -0.19725 -1.60726 1.77024 -0.586 0.354 0.264
H 1.16243 -4.55025 -4.43230 -0.016 0.139 0.031
H -0.28736 4.39922 1.43254 0.009 0.032 -0.081
H 0.16685 -3.73042 0.11468 -0.036 0.073 0.056
O 1.10139 3.68343 -2.31321 0.156 -0.188 0.317
H 0.97423 1.59000 1.38245 -0.015 0.012 -0.029
O 1.20477 -2.29609 -5.75219 -0.033 -0.129 0.243
H -0.10024 1.02380 0.08511 0.038 -0.053 0.099
O -2.36288 2.36497 0.28879 0.106 -0.303 -0.331
C -1.41061 -0.79405 3.69502 0.518 -0.301 0.353
C 1.06401 -3.67185 -3.80324 0.015 0.106 0.429
H 1.36709 3.67707 0.12612 -0.226 0.200 -0.162
N -1.01817 3.00664 -2.07340 -1.001 -0.490 0.378
C 0.67095 -2.78439 -0.11823 0.373 0.085 -0.394
H -2.46004 -0.21902 5.18831 0.058 0.030 -0.344
Cl 0.96229 0.32481 -4.33940 0.045 -0.383 0.064
O -2.46532 -0.11604 4.22423 0.092 -0.100 -0.224
N -0.57899 3.65049 0.82680 0.786 0.636 -0.311
C -1.26457 -0.89903 2.31797 -0.404 0.281 -0.889
H -2.21267 3.84453 2.96746 -0.027 0.145 0.132
H -1.70462 2.65096 -1.41519 0.060 -0.031 -0.041
H 1.18387 -1.35161 -5.98504 0.012 -0.304 0.082
H 0.71760 -0.48312 -1.63847 -0.048 -0.136 0.009
C 2.06353 -2.79406 0.50055 -0.695 0.004 0.513
O 1.50671 -2.63994 4.84913 -0.607 0.394 -0.532
C 0.76019 -2.18341 2.61680 0.252 -0.325 -1.358
H -0.77236 2.57463 -4.11137 -0.093 0.092 -0.053
H 2.63411 -3.66020 0.15480 -0.057 0.142 0.132
C 0.81578 -1.38718 -2.22950 0.050 -0.294 -0.073
O -0.12384 -1.70622 0.40531 0.090 -0.001 0.384
H -1.31873 4.22274 -3.75600 -0.018 -0.064 -0.088
H 0.91864 -4.78428 -1.96707 -0.040 0.101 -0.039
C 0.60391 -2.07902 4.00189 0.318 -0.228 0.947
C -2.66936 3.98385 1.98951 0.072 -0.067 -0.023
C -1.41842 3.17434 -3.46838 0.613 0.098 0.292
C 0.92673 -3.79536 -2.41656 -0.002 0.666 -0.349
```
Positions in Å, forces in eV/Å.

- SMILES = O=C1C[C@H](c2ccc(O)c(Cl)c2)Oc2cc(O)cc(O)c21.CNC(=O)[C@H](C)NC(C)=O
- orbital gap (eV) = 9.07
- LUMO energy (eV) = 0.3

Atomic partial charges in e from the natural (NBO) method, atoms 1 to 2: C 0.279; H 0.218

---

Number 1: molar mass 467.8 g mol⁻¹, electronic energy -1663.85304 Ha. Number 2: molar mass 145.2 g mol⁻¹, electronic energy -477.03345 Ha. Number 3: molar mass 980.2 g mol⁻¹, electronic energy -11430.57736 Ha. Number 4: molar mass 450.9 g mol⁻¹, electronic energy -1910.49525 Ha.